[1]
44
Properties=species:S:1:pos:R:3:forces:R:3 method="wB97M-V/def2-TZVPD" e_above_lowest_ev=0.3839 multiplicity=2 homo_ev="-10.625 / -11.413" total_charge=+1
C -0.057 -4.674 0.827 0.00 0.11 -0.04
C -5.828 1.206 0.618 -0.09 -0.02 0.00
H 3.739 3.176 1.228 0.05 -0.02 0.05
C -0.023 -3.781 1.886 0.01 0.05 0.05
H -3.260 4.026 0.029 -0.03 0.04 0.02
C 4.546 1.216 0.860 0.08 -0.56 -0.17
C 1.071 2.656 0.796 -1.66 0.27 -0.21
C -6.251 2.527 0.564 0.04 0.01 0.00
N -0.035 2.004 0.565 0.56 2.96 -0.08
C -3.991 3.248 0.195 0.09 -0.09 0.01
H 5.001 -0.844 0.410 -0.04 -0.03 -0.01
C 3.535 2.148 0.962 -0.69 0.39 0.01
H 1.619 4.300 2.038 0.01 0.00 0.00
H -4.154 -0.131 0.512 0.02 0.02 -0.01
C 2.917 -0.409 0.252 -0.44 0.13 -0.14
N 1.915 0.482 0.350 2.85 0.73 -0.02
H 2.634 -1.413 -0.037 -0.04 -0.01 0.02
N -1.272 2.562 0.522 -0.42 0.64 0.09
C 4.231 -0.092 0.496 0.43 0.38 0.14
C 1.129 4.114 1.080 0.07 -0.08 0.05
C -3.561 1.920 0.267 -0.23 -0.02 -0.13
H -5.664 4.573 0.267 -0.01 -0.01 0.03
C -0.114 -4.180 -0.470 -0.01 -0.10 0.07
C -0.042 -2.426 1.613 -0.02 -0.31 0.04
C -2.136 1.619 0.213 0.58 0.28 0.05
C -0.125 -2.813 -0.666 0.01 0.08 0.00
H 0.117 4.506 1.116 0.02 0.02 0.00
H -0.171 -2.382 -1.658 -0.02 -0.03 -0.02
O 0.070 -1.783 3.889 -0.02 -0.01 -0.07
H 1.692 4.642 0.308 0.02 -0.03 -0.01
C -4.488 0.898 0.462 0.10 -0.03 -0.07
C 2.218 1.768 0.717 1.01 -0.92 -0.22
Ti -0.034 0.091 0.576 0.66 -2.17 -0.98
H -7.296 2.767 0.707 -0.01 -0.02 -0.05
H -6.548 0.416 0.781 0.01 0.00 0.03
C -5.333 3.546 0.336 0.00 0.02 -0.02
O -1.691 0.400 -0.071 -2.85 0.91 -0.93
N -0.083 -1.945 0.353 -0.13 -1.61 0.34
H 5.573 1.491 1.053 -0.01 0.04 0.02
H -0.155 -4.847 -1.319 0.01 0.03 -0.02
H 0.012 -4.097 2.920 0.00 -0.01 -0.01
C -0.020 -1.413 2.754 0.10 -0.35 0.46
H -0.041 -5.740 1.011 -0.01 -0.01 -0.02
O -0.096 -0.147 2.366 0.01 -0.65 1.77

***

[2]
36
Properties=species:S:1:pos:R:3:forces:R:3 method="wB97M-V/def2-TZVPD" multiplicity=1 homo_ev=-0.481 total_charge=-4
F 2.852 0.799 1.738 -1.33 0.77 1.99
F -2.105 -2.320 -2.175 -1.21 1.53 -0.92
F 3.050 -0.678 -0.418 -1.19 -2.19 -0.54
F 0.312 1.636 1.893 1.55 -0.33 0.84
F 2.334 3.001 2.501 -0.60 -0.02 1.24
F -3.296 0.667 -3.775 0.77 -0.94 0.76
F 2.830 1.780 -0.701 -1.11 1.66 -1.30
F 0.860 4.068 -2.694 1.47 -0.60 0.90
As 1.681 -1.865 -0.540 -1.51 1.25 -0.02
F 1.294 3.593 -0.145 0.16 0.64 -1.66
As -2.698 -0.831 -2.962 1.25 -2.16 -0.12
F -0.751 -2.149 2.809 -1.22 0.73 -0.07
F 0.504 1.819 -1.626 0.12 0.99 -0.36
Cu -1.479 1.581 -0.259 1.29 -1.25 0.15
F 0.203 -2.941 -0.849 2.39 0.82 0.94
F 3.029 1.326 4.329 -1.07 0.73 -1.02
F 2.549 2.118 -3.072 -0.56 0.89 -0.50
As 1.748 1.437 3.020 -0.36 -2.96 -1.24
F 3.397 3.946 -1.606 -1.51 0.48 -0.69
F 0.480 1.949 4.261 1.93 -0.03 -0.82
F -2.423 0.018 -1.445 0.16 0.67 -0.40
F 1.495 -1.565 -2.302 0.90 -0.04 1.33
F -4.027 -1.543 1.543 1.13 -0.07 0.90
F -2.895 -1.078 3.748 0.40 -0.41 -0.97
F -3.094 -1.742 -4.411 -0.13 0.27 0.03
F 2.823 -3.228 -0.799 -0.61 0.69 -0.23
F 1.778 -2.210 1.183 0.01 -0.29 -1.09
F -1.925 -2.542 0.629 -0.68 0.96 1.92
F 0.595 -0.509 -0.096 0.56 -1.12 -0.76
F -1.888 -0.169 1.522 -0.61 -1.15 0.91
As -2.357 -1.800 2.210 0.52 -0.63 -2.65
F 1.437 -0.311 3.425 -0.19 2.32 -0.30
F -2.832 -3.434 2.757 -0.27 0.82 0.18
F -1.002 -0.668 -3.601 -2.40 0.73 0.74
As 1.899 2.962 -1.703 0.85 -3.06 3.30
F -4.379 -1.116 -2.390 1.09 0.28 -0.46

***

[3]
38
Properties=species:S:1:pos:R:3:forces:R:3 method="wB97M-V/def2-TZVPD" e_above_lowest_ev=0.6062 multiplicity=1 homo_ev=-8.456 smiles=CSc1ccccc1OC[C@@H](O)CNC(C)C
H 5.312 0.866 -1.069 0.06 0.10 -0.01
C -4.541 1.428 -0.889 -0.07 -0.08 -0.04
H 5.610 -0.794 -1.604 0.13 -0.10 -0.03
O -1.248 0.617 0.539 -0.19 -0.06 -0.08
N 2.914 0.543 -0.106 0.02 0.14 0.24
H -0.969 2.478 1.394 0.03 -0.05 -0.11
C 1.491 0.707 -0.308 -0.03 0.06 0.25
H 1.471 2.466 0.950 -0.09 -0.03 -0.09
C 3.233 -1.871 -0.698 -0.09 0.35 -0.19
H -5.147 2.285 -1.142 -0.05 0.07 -0.02
H 5.428 -0.434 0.116 0.07 -0.05 0.15
H -4.578 -1.948 -0.957 -0.03 -0.10 0.02
H 3.530 -2.128 0.318 0.05 -0.04 0.11
H 3.763 -2.523 -1.388 0.05 -0.14 -0.06
H 2.167 -2.058 -0.807 -0.10 -0.08 0.02
H 0.557 0.034 2.000 0.01 0.04 0.04
C 0.908 1.534 0.845 -0.50 0.07 -0.75
H 3.249 -0.159 -2.009 0.05 -0.03 0.05
S -1.970 -2.153 0.207 -0.13 0.05 0.08
H 3.087 0.291 0.864 -0.02 0.01 -0.06
H -1.343 -2.761 2.414 0.05 -0.06 0.09
H -1.680 -1.013 2.314 0.04 0.04 0.10
C -2.986 -0.751 -0.218 0.53 -0.43 0.23
O 1.052 0.861 2.070 0.05 -0.32 0.40
C 5.080 -0.178 -0.882 -0.32 0.01 -0.24
H -2.939 2.634 -0.151 0.04 0.09 0.02
H -3.027 -2.184 2.371 0.00 0.00 0.12
C 3.573 -0.403 -0.990 0.28 -0.13 0.06
H -0.672 2.391 -0.371 -0.03 -0.04 0.03
C -4.231 -0.941 -0.784 0.01 0.14 0.00
H 1.338 1.236 -1.255 -0.10 -0.02 0.02
H 0.936 -0.246 -0.357 0.01 0.13 -0.03
C -2.492 0.541 0.001 -0.17 -0.10 -0.06
H -5.985 0.001 -1.568 -0.09 0.00 -0.04
C -2.014 -2.004 2.022 -0.11 -0.02 -0.46
C -3.290 1.629 -0.328 0.33 0.15 0.13
C -5.013 0.150 -1.125 -0.14 0.07 -0.09
C -0.572 1.856 0.580 0.47 0.37 0.18